(w)
DFT (ωB97M-V/def2-TZVPD) results for an isolated molecule of C4H7NS2.

LUMO   -0.002 Eh
Gap between HOMO and LUMO   8.35 eV
SMILES string   S=C(CS)N1CC1
Total charge   0

The geometry in XYZ format:
```
14
Properties=species:S:1:pos:R:3:nbo_charge:R:1
S -1.714 -0.224 1.940 -0.25
S -2.140 0.913 -1.382 -0.05
N 0.671 -0.227 0.486 -0.41
C 1.448 -1.392 0.478 -0.21
C 1.484 -0.527 -0.714 -0.24
C -0.901 1.328 -0.089 -0.64
C -0.565 0.242 0.674 0.23
H -1.588 1.758 0.598 0.29
H -0.062 1.823 -0.460 0.24
H 0.877 -2.467 0.289 0.21
H 1.080 -0.920 -1.663 0.23
H 2.340 0.451 -0.917 0.21
H -3.188 0.663 -0.425 0.17
H 2.257 -1.421 1.183 0.22
```



(x)
DFT (ωB97M-V/def2-TZVPD) results for a structure of composition C4H7NS2.

LUMO   0.008 Eh
Gap between HOMO and LUMO   8.14 eV
Total charge   0

The geometry in XYZ format:
```
14
Properties=species:S:1:pos:R:3:nbo_charge:R:1
S -0.125 1.094 0.499 0.86
S -2.677 0.006 1.041 -0.02
N 1.377 1.228 1.696 -0.53
C -1.079 -1.443 -0.474 -0.68
C -1.250 0.018 -0.088 -0.49
C 2.216 1.164 0.771 0.04
C 1.443 0.828 -0.416 -0.63
H 3.307 1.222 0.740 0.19
H 1.641 1.551 -1.282 0.23
H -1.013 -1.642 -1.549 0.22
H -1.894 -2.082 -0.099 0.23
H -0.091 -1.774 -0.135 0.22
H 1.770 -0.131 -0.832 0.24
H -3.626 -0.039 0.128 0.11
```



Which of them is the most stable? Correct choice: (w).



(w)
DFT (ωB97M-V/def2-TZVPD) results for an isolated molecule of C4H7NS2.

LUMO   0.022 Eh
Gap between HOMO and LUMO   8.86 eV
Total charge   0

The geometry in XYZ format:
```
14
Properties=species:S:1:pos:R:3:nbo_charge:R:1
S 2.971 -0.034 0.266 -0.05
S 0.575 2.534 -0.307 -0.03
N 0.582 -1.322 -0.202 -0.60
C -0.046 1.096 0.507 -0.38
C -0.841 -1.098 -0.266 -0.19
C -1.162 0.405 -0.200 -0.47
C 1.385 -0.368 0.237 0.12
H -2.130 0.365 0.219 0.22
H -0.186 1.217 1.641 0.22
H 1.821 2.059 -0.196 0.14
H 0.791 -2.292 -0.061 0.41
H -1.199 -1.582 0.680 0.18
H -1.241 0.638 -1.201 0.22
H -1.321 -1.618 -1.117 0.21
```



(x)
DFT (ωB97M-V/def2-TZVPD) results for an isolated molecule of C4H7NS2.

LUMO   -0.010 Eh
Gap between HOMO and LUMO   8.32 eV
SMILES string   C=C1CS[S@@H](=C)=N1
Total charge   0

The geometry in XYZ format:
```
14
Properties=species:S:1:pos:R:3:nbo_charge:R:1
S -1.451 -0.174 0.046 1.23
S -0.833 1.936 0.070 -0.07
N -0.070 -0.831 -0.046 -0.82
C -2.737 -1.077 -0.438 -0.88
C 2.348 -0.349 0.030 -0.42
C 1.041 -0.011 -0.060 0.12
C 0.830 1.324 -0.509 -0.53
H -3.615 -0.644 0.012 0.23
H 0.974 1.636 -1.564 0.24
H 2.693 -1.347 -0.054 0.21
H -2.922 -1.383 -1.472 0.24
H 3.141 0.338 -0.038 0.20
H -2.066 0.078 1.565 0.03
H 1.382 1.923 0.108 0.24
```



(y)
DFT (ωB97M-V/def2-TZVPD) results for an isolated molecule of C4H7NS2.

LUMO   -0.009 Eh
Gap between HOMO and LUMO   8.36 eV
SMILES string   S=C1CNC[C@@H]1S
Total charge   0

The geometry in XYZ format:
```
14
Properties=species:S:1:pos:R:3:nbo_charge:R:1
S 1.167 -2.139 -0.384 0.01
S -2.467 -1.367 0.036 0.09
N 0.479 1.101 -0.458 -0.62
C 0.898 0.387 0.734 -0.24
C -1.100 -0.541 -0.012 -0.07
C 0.253 -0.979 0.595 -0.47
C -0.925 0.845 -0.668 -0.32
H -1.330 0.791 -1.719 0.23
H 0.681 2.040 -0.357 0.37
H 1.264 -1.425 -1.628 0.15
H 0.648 0.982 1.656 0.18
H 0.101 -1.474 1.608 0.27
H -1.685 1.504 -0.128 0.20
H 2.016 0.275 0.726 0.22
```



Which of them is the most stable? Correct choice: (y).



(w)
DFT (ωB97M-V/def2-TZVPD) results for a cluster of 2 separate species, C4H7NS2 in total.

LUMO   0.019 Eh
Gap between HOMO and LUMO   8.74 eV
Total charge   0

The geometry in XYZ format:
```
14
Properties=species:S:1:pos:R:3:nbo_charge:R:1
S -2.756 -1.285 -0.086 -0.57
S -3.870 0.336 0.084 0.25
N -1.181 1.970 -0.313 -0.42
C -0.637 1.013 0.013 0.36
C 1.493 -0.085 0.123 -0.39
C 0.051 -0.119 0.517 -0.35
C 0.673 -1.033 -0.603 -0.36
H -3.658 0.711 1.368 0.11
H -0.286 -0.602 1.377 0.26
H 1.718 0.890 -0.358 0.23
H -2.921 1.331 -0.274 0.19
H 2.204 -0.382 0.946 0.23
H 0.242 -0.858 -1.550 0.24
H 0.562 -1.940 -0.175 0.22
```



(x)
DFT (ωB97M-V/def2-TZVPD) results for a cluster of 2 separate species, C4H7NS2 in total.

LUMO (alpha / beta)   0.013 / -0.022 Eh
Gap between HOMO and LUMO (alpha / beta)   7.46 / 7.06 eV
Total charge   0

The geometry in XYZ format:
```
14
Properties=species:S:1:pos:R:3:nbo_charge:R:1
S -1.561 1.273 -0.086 0.51
S -1.129 -0.165 1.416 0.19
N -2.327 0.263 -1.063 -0.64
C 1.795 1.151 -0.602 -0.29
C -2.252 -1.021 -0.801 0.01
C -1.617 -1.468 0.375 -0.49
C 1.960 0.487 0.705 -0.70
H 1.946 0.737 -1.519 0.16
H -2.679 -1.843 -1.424 0.22
H -1.933 -2.369 0.778 0.23
H 1.924 2.155 -0.637 0.15
H 2.730 -0.207 0.560 0.22
H 0.993 -0.086 0.746 0.23
H 2.151 1.094 1.552 0.21
```



(y)
DFT (ωB97M-V/def2-TZVPD) results for an isolated molecule of C4H7NS2.

LUMO   -0.020 Eh
Gap between HOMO and LUMO   7.33 eV
SMILES string   CCN(C=S)C=S
Total charge   0

The geometry in XYZ format:
```
14
Properties=species:S:1:pos:R:3:nbo_charge:R:1
S 2.826 -1.616 0.160 0.04
S 2.742 1.717 0.150 0.01
N 0.659 0.009 -0.316 -0.44
C -0.794 -0.023 -0.559 -0.20
C 1.215 1.254 -0.192 -0.10
C 1.292 -1.222 -0.188 -0.12
C -1.577 -0.009 0.743 -0.62
H -1.269 -0.856 1.355 0.22
H 0.570 -2.019 -0.353 0.19
H -1.377 0.912 1.303 0.22
H 0.457 2.008 -0.344 0.19
H -1.059 0.836 -1.172 0.21
H -2.653 -0.053 0.545 0.22
H -1.031 -0.939 -1.132 0.21
```



Which of them is the most stable? Correct choice: (y).



(w)
DFT (ωB97M-V/def2-TZVPD) results for an isolated molecule of C9H17NO2.

LUMO   0.031 Eh
Gap between HOMO and LUMO   9.12 eV
SMILES string   C[C@@H]1OCC2(CCN(C)CC2)O1
Total charge   0

The geometry in XYZ format:
```
29
Properties=species:S:1:pos:R:3:nbo_charge:R:1
O -1.454 -0.550 -0.602 -0.55
O -2.788 0.792 0.654 -0.52
N 2.301 -0.370 -0.507 -0.45
C 1.731 1.111 -0.678 -0.22
C 0.247 1.144 -0.882 -0.44
C -2.723 -0.421 0.068 0.38
C -1.516 1.137 1.095 -0.08
C 0.381 -0.604 1.114 -0.45
C 3.699 -0.136 -0.041 -0.41
C 1.572 -1.343 0.340 -0.21
C -3.816 -0.752 -1.005 -0.63
C -0.507 0.303 0.219 0.25
H -2.923 -1.243 0.823 0.11
H -1.417 0.815 2.126 0.17
H -3.321 -1.439 -1.715 0.23
H -0.039 0.703 -1.892 0.24
H 2.329 1.514 -1.446 0.21
H 4.194 -1.113 0.215 0.19
H 3.831 0.373 0.837 0.16
H 0.969 -0.020 1.804 0.21
H -1.416 2.191 0.962 0.19
H -0.101 -1.420 1.614 0.23
H 4.293 0.381 -0.921 0.20
H 2.252 -1.921 0.953 0.20
H 1.103 -2.056 -0.409 0.19
H 1.998 1.716 0.211 0.16
H -4.056 0.139 -1.579 0.21
H -0.100 2.261 -0.864 0.21
H -4.724 -1.194 -0.495 0.21
```



(x)
DFT (ωB97M-V/def2-TZVPD) results for a cluster of 2 separate species, C9H17NO2 in total.

LUMO   0.032 Eh
Gap between HOMO and LUMO   9.78 eV
SMILES string   C[C@@H]1C[C@]1(C)N.C=C1COCO1
Total charge   0

The geometry in XYZ format:
```
29
Properties=species:S:1:pos:R:3:nbo_charge:R:1
O -3.261 -1.117 -3.476 -0.51
O -1.068 -1.297 -3.189 -0.52
N 0.542 1.497 2.930 -0.83
C -2.092 -1.144 -4.178 0.23
C 1.433 0.407 2.589 0.07
C 1.406 -0.839 3.457 -0.62
C -2.891 -0.341 -2.262 -0.15
C -1.468 -0.768 -1.968 0.29
C 1.973 0.467 1.234 -0.42
C -0.646 -0.664 -0.944 -0.52
C 2.811 0.972 2.366 -0.22
C 2.961 2.445 2.592 -0.61
H 2.400 -0.944 3.892 0.21
H -3.613 -0.570 -1.455 0.21
H 0.709 -0.580 4.289 0.21
H 0.301 -1.227 -0.918 0.23
H 2.143 3.042 2.289 0.24
H -0.425 1.196 2.962 0.35
H 3.087 2.585 3.673 0.20
H -1.894 -0.269 -4.778 0.14
H -0.882 -0.017 -0.057 0.22
H -2.065 -2.066 -4.848 0.17
H 3.903 2.772 2.073 0.21
H 2.272 -0.471 0.758 0.21
H 0.701 1.835 3.861 0.35
H 3.602 0.264 2.669 0.21
H 1.181 -1.835 3.005 0.22
H -3.049 0.686 -2.450 0.19
H 1.540 1.206 0.529 0.23
```



Which of them is the most stable? Correct choice: (w).



(w)
DFT (ωB97M-V/def2-TZVPD) results for the ion C8H11N2 with charge +1.

LUMO   -0.131 Eh
Gap between HOMO and LUMO   9.08 eV
SMILES string   C=Cc1c[nH+]c(C)n1C=C
Total charge   +1

The geometry in XYZ format:
```
21
Properties=species:S:1:pos:R:3:nbo_charge:R:1
N -0.280 -0.337 0.272 -0.31
N 0.703 1.124 1.534 -0.45
C 0.494 0.702 -0.610 0.15
C -0.104 0.052 1.552 0.47
C -1.215 -1.242 -0.237 -0.06
C -0.899 -2.175 -1.088 -0.32
C -0.703 -0.520 2.713 -0.71
C 1.160 1.429 -2.779 -0.25
C 0.458 0.580 -2.009 -0.31
C 1.099 1.501 0.315 -0.06
H 1.070 1.567 -3.807 0.22
H -0.424 -1.548 3.057 0.29
H 1.741 2.275 -2.346 0.18
H -1.652 -2.972 -1.291 0.25
H -1.824 -0.668 2.534 0.27
H 0.215 -0.355 -2.517 0.25
H -0.525 0.097 3.601 0.26
H -2.107 -1.273 0.322 0.22
H 0.957 1.581 2.306 0.43
H 0.113 -2.214 -1.475 0.22
H 1.723 2.394 -0.045 0.28
```



(x)
DFT (ωB97M-V/def2-TZVPD) results for a cluster of 2 separate species, C8H11N2 in total.

LUMO (alpha / beta)   -0.186 / -0.140 Eh
Gap between HOMO and LUMO (alpha / beta)   7.30 / 8.16 eV
Total charge   +1

The geometry in XYZ format:
```
21
Properties=species:S:1:pos:R:3:nbo_charge:R:1
N 1.637 -0.480 -0.660 -0.48
N 1.003 1.398 0.244 -0.48
C 0.582 0.204 -0.235 0.41
C -0.791 -0.152 -0.420 -0.03
C 2.446 1.476 0.068 -0.05
C -1.732 0.913 -0.238 -0.12
C 2.769 0.304 -0.536 -0.05
C -1.001 -1.068 1.953 -0.43
C -1.134 -1.309 -1.240 -0.65
C -2.736 1.569 -0.274 -0.11
H -2.130 -1.908 -1.205 0.28
H -3.452 2.248 0.125 0.25
H -0.996 -0.909 -2.238 0.24
H 0.035 -1.071 2.204 0.18
H 3.669 -0.129 -0.681 0.24
H -1.614 -1.951 1.807 0.21
H 1.736 -1.424 -0.837 0.44
H -1.446 -0.213 2.488 0.20
H 0.453 2.172 0.528 0.46
H 3.072 2.391 0.272 0.28
H -0.371 -2.061 -1.124 0.21
```



Which of them is the most stable? Correct choice: (w).